Molecular formula: C85H196N11O4
Method: DFT, the ωB97M-V functional and the def2-TZVPD basis

XYZ file:
```
296
Properties=species:S:1:pos:R:3:forces:R:3
C -6.442 4.692 -13.429 0.03 0.71 -0.28
C -6.600 3.598 -12.387 1.49 -1.94 -0.01
C -5.318 3.588 -11.456 -0.50 1.02 0.52
C -5.380 4.708 -10.440 -0.92 0.18 0.29
C -6.716 4.713 -9.654 1.98 1.03 -0.94
C -7.971 4.759 -10.543 0.41 0.11 2.21
N -7.828 3.668 -11.546 -5.14 -0.18 -2.52
O -9.149 3.440 -12.269 5.48 0.79 2.68
C -8.268 6.130 -11.117 0.19 0.34 -0.77
C -9.024 4.475 -9.416 -0.54 -1.27 -1.41
C -6.419 2.234 -13.169 -1.39 0.76 -0.52
H -7.080 4.541 -14.300 -0.07 -0.08 0.14
H -5.400 4.669 -13.749 -0.02 -0.20 -0.31
H -6.585 5.725 -13.112 -0.23 -0.21 0.28
H -4.419 3.750 -12.051 -0.12 -0.43 -0.36
H -5.210 2.649 -10.915 -0.16 -0.21 -0.19
H -5.354 5.704 -10.882 -0.03 0.00 -0.70
H -4.543 4.800 -9.748 0.17 -0.66 0.13
H -6.538 5.686 -9.197 -1.10 0.00 0.85
H -6.821 3.933 -8.899 0.35 -0.01 -0.10
H -7.463 6.647 -11.639 0.30 -0.33 0.05
H -8.542 6.831 -10.328 -0.40 -0.22 0.06
H -9.047 6.007 -11.868 -0.28 0.24 0.16
H -9.010 5.141 -8.553 0.51 0.29 -0.29
H -8.746 3.479 -9.074 -0.50 -0.15 0.28
H -10.051 4.451 -9.780 0.03 -0.11 -0.13
H -6.370 1.300 -12.609 0.56 0.44 0.38
H -5.597 2.378 -13.870 0.53 -0.22 0.51
H -7.216 2.015 -13.881 -0.56 0.45 0.19
C -9.752 6.570 -15.234 -0.65 -0.55 -0.92
C -10.042 5.059 -15.518 1.40 0.81 -0.51
C -11.434 4.664 -15.125 -0.01 -1.83 -0.95
N -11.800 3.264 -15.750 -0.69 -0.03 0.44
C -12.058 3.369 -17.281 0.04 0.13 1.52
C -13.091 2.723 -15.109 -1.38 0.33 0.43
C -12.928 1.243 -14.860 0.12 -0.95 -0.88
C -11.623 0.889 -15.583 -1.24 -1.19 0.59
C -10.807 2.107 -15.436 0.57 1.99 -0.63
H -10.368 7.167 -15.906 -0.98 -0.10 0.37
H -8.838 6.989 -15.654 0.80 -0.71 0.81
H -9.967 6.827 -14.197 0.32 0.25 -0.05
H -9.338 4.349 -15.083 0.20 0.27 0.74
H -9.808 4.894 -16.569 -0.65 0.17 -0.36
H -12.173 5.384 -15.477 -0.16 -0.18 0.10
H -11.494 4.485 -14.051 -0.13 0.21 -0.01
H -12.488 2.419 -17.599 0.00 0.28 -0.11
H -11.121 3.579 -17.796 -0.18 0.03 0.08
H -12.775 4.187 -17.354 0.06 -0.17 -0.50
H -13.954 3.019 -15.705 0.25 -0.24 -0.45
H -13.375 3.094 -14.124 0.88 1.07 -0.02
H -13.718 0.608 -15.260 -0.22 0.32 0.01
H -12.861 0.992 -13.802 0.07 0.28 0.04
H -11.863 0.666 -16.623 0.35 -0.08 -0.01
H -11.285 -0.026 -15.097 0.72 0.15 -0.33
H -9.997 2.207 -16.158 0.12 -0.06 0.07
H -10.429 2.351 -14.443 0.02 -0.40 0.20
C -13.192 7.969 -4.393 -0.20 -1.87 0.52
C -12.792 6.479 -3.998 -0.23 0.72 -0.84
C -11.294 6.377 -4.021 -0.11 -0.86 0.53
N -10.771 4.956 -3.539 0.35 1.00 -0.63
C -11.017 4.958 -2.034 0.20 -0.67 0.33
C -11.312 3.741 -4.337 1.23 0.18 -0.26
C -10.503 3.794 -5.680 -0.08 -0.78 1.73
C -9.035 4.178 -5.270 -1.86 0.75 0.29
C -9.244 4.921 -3.910 -0.39 -1.00 0.33
H -12.984 8.103 -5.454 0.23 0.39 0.11
H -12.684 8.660 -3.721 0.05 0.17 -0.34
H -14.266 8.095 -4.253 0.08 0.02 0.01
H -13.154 5.746 -4.719 -0.57 0.17 -0.06
H -13.177 6.207 -3.015 -0.12 0.25 -0.12
H -10.943 7.129 -3.314 0.68 -0.33 0.06
H -10.846 6.546 -5.000 -0.13 0.01 -0.08
H -12.060 5.187 -1.816 0.27 0.31 -0.21
H -10.317 5.640 -1.552 -0.29 0.37 -0.28
H -10.851 4.012 -1.520 0.21 -0.45 -0.69
H -11.050 2.853 -3.761 0.62 0.11 0.16
H -12.375 3.540 -4.468 -0.24 1.29 0.14
H -10.557 2.759 -6.016 -0.01 0.26 -0.67
H -10.976 4.503 -6.361 0.17 -0.16 -0.14
H -8.384 3.308 -5.180 -0.16 0.03 0.13
H -8.608 4.870 -5.996 0.12 -0.09 -0.05
H -8.793 4.336 -3.109 0.11 0.28 0.08
H -8.822 5.924 -3.967 -0.39 0.01 0.47
C -0.161 4.445 -7.930 -0.20 0.57 -1.01
N -1.479 3.743 -7.701 -1.21 -0.10 0.32
C -2.502 4.818 -7.228 0.81 -1.40 -0.44
C -2.042 2.985 -8.974 0.94 1.06 0.79
C -1.331 2.663 -6.585 0.31 -0.35 -0.63
C -0.250 1.587 -6.777 1.33 0.07 0.69
O -0.428 0.688 -7.833 -1.20 0.52 -0.56
H -0.303 5.138 -8.760 -0.05 -0.44 -0.36
H 0.651 3.762 -8.178 -0.25 -0.06 0.19
H 0.119 5.150 -7.147 -0.17 -0.70 0.70
H -2.626 5.590 -7.988 0.21 -0.18 -0.11
H -2.127 5.271 -6.310 -0.09 -0.16 -0.03
H -3.444 4.285 -7.097 -0.01 0.17 0.24
H -1.130 2.602 -9.431 -0.50 -0.44 -0.14
H -2.591 3.638 -9.652 0.56 0.58 0.13
H -2.779 2.237 -8.681 0.62 -0.23 0.38
H -2.275 2.123 -6.515 -0.25 0.32 -0.14
H -1.152 3.195 -5.651 0.23 0.04 -0.12
H -0.175 1.076 -5.817 -0.54 -0.16 0.27
H 0.771 1.965 -6.832 0.00 0.77 -0.17
H -0.080 -0.180 -7.618 0.19 -0.15 0.16
C -11.919 6.778 -9.421 -0.45 -0.42 -0.38
N -12.530 6.701 -10.803 -1.10 0.88 0.97
C -11.916 7.835 -11.641 0.02 -0.96 0.60
C -12.285 5.262 -11.375 0.78 3.19 -0.09
C -14.058 6.995 -10.669 -1.14 -0.44 -0.86
C -14.973 5.810 -10.315 -0.39 0.68 -1.17
O -14.778 5.373 -9.051 1.70 -1.06 2.40
H -10.833 6.716 -9.492 -0.07 -0.43 -0.11
H -12.410 5.941 -8.925 0.42 0.18 0.61
H -12.132 7.718 -8.911 -0.44 -0.02 -0.30
H -12.323 7.797 -12.651 0.15 0.17 0.12
H -10.832 7.727 -11.585 0.05 -0.40 -0.45
H -12.072 8.793 -11.145 -0.72 -0.12 -0.10
H -12.958 5.198 -12.229 0.01 -0.61 0.31
H -12.311 4.527 -10.571 -0.50 0.08 -0.36
H -11.269 5.454 -11.720 0.16 -0.97 -0.23
H -14.412 7.276 -11.661 0.32 0.07 -0.26
H -14.288 7.869 -10.059 0.72 -0.09 0.38
H -14.839 5.029 -11.063 0.01 -0.25 -0.21
H -16.030 6.078 -10.320 0.01 0.87 -1.11
H -15.462 4.742 -8.815 -0.21 -0.06 0.23
C -2.615 7.741 -14.801 -0.01 -0.03 1.48
N -2.326 7.574 -13.277 -2.22 0.53 -0.50
C -2.051 8.951 -12.728 1.82 -1.09 0.55
C -3.557 7.009 -12.555 1.02 -1.01 -0.57
C -1.121 6.613 -13.204 -0.97 0.99 -0.51
C -0.446 6.501 -11.887 -0.06 -0.73 0.24
O -1.320 5.886 -10.935 -0.33 0.52 0.38
H -3.573 8.251 -14.906 0.41 0.56 0.02
H -2.763 6.790 -15.312 0.58 -0.16 0.28
H -1.717 8.288 -15.088 -0.53 0.05 -0.88
H -2.726 9.770 -12.975 -0.23 -0.56 -0.20
H -1.037 9.153 -13.074 -0.11 0.66 -0.16
H -1.932 8.766 -11.660 -0.34 0.58 0.10
H -3.387 6.952 -11.480 0.07 0.46 -0.21
H -3.612 5.967 -12.872 -0.19 -0.04 -0.09
H -4.500 7.484 -12.825 0.40 0.47 -0.10
H -0.371 7.083 -13.841 -0.12 -0.42 -0.56
H -1.623 5.740 -13.622 0.94 -0.46 0.08
H -0.083 7.500 -11.646 0.00 -0.09 0.63
H 0.415 5.837 -11.959 0.22 0.24 -0.44
H -1.264 6.385 -10.116 0.10 0.07 0.11
C -4.485 7.700 -5.958 -0.28 0.43 1.50
C -5.332 6.474 -5.567 0.51 -0.32 0.45
C -4.741 5.718 -4.319 0.19 0.31 -0.23
C -5.585 4.552 -3.770 0.92 -1.24 -0.65
N -4.710 3.480 -3.009 -1.41 1.92 -0.52
C -3.763 2.864 -4.002 0.68 1.29 0.10
C -3.644 1.500 -3.570 0.52 -3.10 -0.91
C -5.102 1.076 -3.372 0.26 0.30 1.85
C -5.557 2.285 -2.491 -0.99 -0.49 -0.98
C -4.109 4.138 -1.808 0.63 -0.40 0.14
H -4.744 8.306 -6.827 -0.43 -0.59 -0.33
H -3.429 7.444 -6.035 0.03 0.00 0.06
H -4.605 8.403 -5.133 0.50 0.21 0.09
H -5.326 5.861 -6.468 -0.53 -0.72 0.19
H -6.342 6.715 -5.237 -0.24 0.36 -0.67
H -4.618 6.407 -3.484 0.00 0.37 -0.19
H -3.724 5.423 -4.576 0.01 -0.37 0.09
H -5.976 3.933 -4.578 -0.33 0.20 -0.16
H -6.415 4.902 -3.155 0.28 -0.16 0.31
H -2.781 3.331 -4.069 -0.35 0.63 0.26
H -4.214 2.784 -4.992 -0.35 0.82 0.00
H -2.945 1.306 -2.757 -0.46 0.10 0.42
H -3.202 0.975 -4.417 0.11 -0.47 0.03
H -5.186 0.130 -2.838 -0.02 0.15 0.21
H -5.688 0.932 -4.280 0.21 0.45 -0.23
H -5.461 2.115 -1.419 0.85 0.13 -0.12
H -6.613 2.548 -2.567 -0.01 0.11 -0.44
H -3.417 4.963 -1.981 -0.20 -0.01 -0.63
H -3.522 3.350 -1.337 -0.29 0.24 0.62
H -4.967 4.511 -1.247 0.35 -0.27 0.46
C -6.820 -0.774 -14.443 -0.70 0.90 -0.79
C -6.871 -0.556 -15.965 -0.33 -0.09 -0.36
C -6.629 0.890 -16.538 0.28 -1.20 -0.81
C -6.722 0.850 -18.095 -0.32 1.01 0.13
N -6.489 2.178 -18.857 -0.15 0.12 1.05
C -7.419 3.265 -18.205 0.08 0.56 -1.82
C -6.627 4.102 -17.211 1.08 0.02 -0.71
C -5.141 3.743 -17.504 0.17 -1.58 1.00
C -5.104 2.769 -18.716 -0.47 0.77 0.15
C -6.792 1.868 -20.354 -1.40 0.23 1.02
H -7.615 -0.178 -13.993 0.16 0.58 0.21
H -5.838 -0.472 -14.081 -0.11 -0.51 0.52
H -7.201 -1.763 -14.189 0.97 -0.34 -0.12
H -7.857 -0.916 -16.258 -0.12 0.20 -0.40
H -6.180 -1.253 -16.440 0.16 0.08 -0.08
H -5.598 1.186 -16.340 -0.01 0.20 0.55
H -7.345 1.590 -16.107 0.08 0.12 -0.01
H -7.744 0.678 -18.431 0.13 -0.91 0.19
H -5.989 0.163 -18.518 -0.34 -0.25 0.05
H -7.698 3.892 -19.052 0.04 0.09 -0.06
H -8.373 2.892 -17.832 0.35 -0.69 0.00
H -6.751 5.173 -17.368 -0.54 -0.12 0.07
H -6.826 3.809 -16.180 -0.25 0.26 -0.16
H -4.342 4.483 -17.476 -0.57 0.54 -0.80
H -4.910 3.211 -16.581 0.52 -0.67 -0.17
H -4.973 3.300 -19.659 0.42 0.12 0.19
H -4.363 1.973 -18.638 -0.14 0.05 -0.03
H -6.299 0.954 -20.685 0.29 0.25 0.22
H -6.650 2.713 -21.029 0.54 0.10 0.38
H -7.867 1.690 -20.353 0.00 -0.24 -0.20
C -1.831 1.069 -12.445 0.87 -0.58 0.80
C -0.761 1.397 -13.503 -0.65 -0.31 1.14
C -0.869 0.550 -14.728 -1.49 1.03 -1.11
C -0.222 1.323 -15.874 0.89 -2.90 -1.78
N -0.595 0.653 -17.293 -0.69 0.09 1.67
C -0.368 -0.863 -17.394 0.10 0.48 0.77
C -0.431 -1.188 -18.878 -0.02 -0.72 2.00
C 0.026 0.083 -19.520 1.11 1.19 -1.80
C 0.286 1.181 -18.424 -1.23 -1.45 -0.40
C -2.082 0.862 -17.549 0.33 1.39 -0.26
H -2.782 1.583 -12.587 0.07 0.20 0.02
H -1.357 1.282 -11.487 -0.47 0.65 0.29
H -2.051 0.014 -12.278 0.02 -0.26 -0.69
H 0.231 1.284 -13.066 0.01 0.22 0.02
H -0.944 2.443 -13.747 0.42 0.17 -0.18
H -1.928 0.493 -14.980 -0.42 -0.05 0.09
H -0.601 -0.496 -14.574 0.72 0.24 -0.20
H 0.851 1.152 -15.786 0.16 0.36 -0.29
H -0.415 2.393 -15.961 -0.34 -0.22 0.11
H -1.183 -1.336 -16.845 0.51 -0.15 0.32
H 0.631 -1.064 -17.006 -0.18 -0.01 0.37
H -1.444 -1.568 -19.009 0.09 0.28 -1.02
H 0.273 -2.013 -18.984 -0.23 -0.05 -0.56
H -0.562 0.344 -20.400 -0.44 0.52 0.39
H 0.989 -0.071 -20.007 0.13 -0.13 0.11
H 0.035 2.222 -18.627 0.07 -0.17 -0.22
H 1.321 1.060 -18.104 -0.13 0.33 0.25
H -2.327 1.853 -17.168 0.18 0.39 -0.40
H -2.829 0.258 -17.035 0.88 -0.87 0.18
H -2.282 0.810 -18.619 0.21 0.00 0.05
C -9.028 -4.006 -12.620 0.38 0.23 0.61
C -8.656 -3.989 -11.093 0.20 0.05 -1.49
C -8.191 -2.608 -10.552 -1.08 -0.72 0.68
C -9.356 -1.588 -10.465 1.08 -0.49 0.08
N -8.988 -0.324 -9.654 1.46 -0.14 -1.53
C -8.795 -0.617 -8.166 -0.86 -0.46 -0.36
C -9.358 0.588 -7.515 -1.49 0.17 1.04
C -10.525 1.068 -8.427 0.49 0.91 -0.96
C -10.111 0.664 -9.870 -0.15 0.12 0.96
C -7.673 0.349 -10.105 -1.60 0.15 0.18
H -9.290 -4.984 -13.025 -0.22 -0.03 0.44
H -8.196 -3.691 -13.250 0.42 0.05 0.23
H -9.822 -3.301 -12.866 -0.36 -0.11 0.17
H -7.848 -4.690 -10.885 0.20 0.05 -0.35
H -9.442 -4.394 -10.456 -0.39 0.32 -0.15
H -7.297 -2.200 -11.023 -0.23 -0.04 -0.56
H -7.849 -2.941 -9.571 -0.09 0.69 0.55
H -10.271 -1.969 -10.011 0.29 -0.33 0.58
H -9.748 -1.295 -11.439 0.68 0.41 -0.23
H -7.769 -0.755 -7.826 0.07 -0.36 -0.81
H -9.386 -1.501 -7.926 0.11 -0.06 -0.12
H -8.559 1.291 -7.280 -0.22 0.61 -0.54
H -9.717 0.296 -6.528 -0.21 0.00 0.05
H -10.623 2.152 -8.364 -0.05 0.04 0.00
H -11.537 0.681 -8.307 0.33 -0.40 0.91
H -9.792 1.477 -10.522 0.45 0.12 0.31
H -10.912 0.197 -10.444 0.00 -0.28 0.44
H -7.818 0.799 -11.087 0.25 -1.08 -0.56
H -6.864 -0.355 -9.911 0.04 0.41 -0.44
H -7.612 1.298 -9.571 0.29 -0.33 0.88
C -10.947 11.705 -12.494 -0.70 0.53 -0.32
C -10.060 11.983 -11.275 -0.83 0.75 -0.59
C -8.974 10.980 -11.071 -0.11 -1.27 0.48
C -8.552 10.963 -9.554 1.78 -1.27 -1.13
N -7.036 10.614 -9.260 0.46 0.45 0.38
C -6.709 10.741 -7.719 -0.27 -0.79 -0.67
C -5.303 11.326 -7.644 0.09 0.57 1.66
C -4.813 11.657 -9.037 -0.75 -0.56 -1.05
C -6.106 11.697 -9.869 0.04 -0.73 -0.51
C -6.705 9.181 -9.763 -0.95 1.69 -0.52
H -10.519 11.904 -13.477 0.35 0.12 0.17
H -11.846 12.319 -12.436 0.19 0.43 -0.02
H -11.414 10.724 -12.575 0.45 -0.60 0.42
H -10.721 11.975 -10.408 0.00 0.05 0.21
H -9.649 12.991 -11.339 -0.09 0.12 -0.02
H -8.231 10.982 -11.868 0.68 0.73 0.45
H -9.489 10.063 -11.359 0.10 -0.78 0.63
H -8.988 10.104 -9.044 -0.80 0.53 0.17
H -8.747 11.935 -9.101 0.05 -0.24 0.21
H -6.752 9.779 -7.209 0.02 -0.49 -0.63
H -7.496 11.268 -7.180 0.07 0.72 -0.64
H -4.645 10.647 -7.103 0.12 -0.14 -0.29
H -5.368 12.162 -6.948 0.19 0.44 -0.39
H -4.229 10.819 -9.419 0.12 -0.23 0.01
H -4.163 12.510 -9.230 -0.37 0.30 0.55
H -5.950 11.422 -10.912 0.03 0.02 -0.01
H -6.649 12.642 -9.894 0.05 0.00 0.48
H -7.386 8.520 -9.226 0.50 -0.16 0.16
H -5.648 8.917 -9.781 -0.02 0.27 0.98
H -6.963 9.137 -10.821 -0.38 0.23 -0.04
```
Forces are in eV/Å.

Properties
molar mass	1436.6	g/mol
2S+1	2
F_max	6.149	eV/A
gap between HOMO and LUMO (alpha / beta)	8.91 / 7.04	eV
HOMO (alpha / beta)	-26.11 / -26.11	eV
lowest unoccupied orbital energy (alpha / beta)	-17.2 / -19.1	eV
charge	+10

These are the Mulliken partial charges, in e, on atoms 1 to 99: -0.1336, 2.7874, -1.3332, 1.2498, -1.8141, 2.9411, 1.0463, -0.1831, -0.4135, -0.9789, -2.2788, -1.1395, 0.5794, -0.4514, 0.4522, 0.4364, -0.9397, -0.1947, 0.1417, 0.4285, -0.3315, 0.3218, -1.1996, 0.6304, -0.2558, -0.5737, 0.5290, 0.5019, -0.0452, -1.4901, 0.6823, -0.6257, 0.1748, -0.8574, 0.0083, -0.8986, -0.6731, 0.9333, 0.5469, 0.3961, 0.1439, -0.2836, 0.1412, 0.6534, 0.0632, 0.4772, 0.2573, 0.4048, 0.5311, -0.1671, 0.3912, 0.3254, 0.3907, 0.4821, -0.4713, -0.4544, -1.1588, -0.3580, -0.8369, 0.5653, -0.8176, -1.3336, 0.7689, 0.2781, -1.1008, 0.2030, 0.3852, 0.4072, 0.2704, 0.3489, 0.4234, 0.3848, 0.2744, 0.4067, 0.3736, 0.4256, 0.5317, -0.1386, -0.0718, 0.1984, -0.0591, 0.3440, 0.2116, -0.5216, 0.7336, -1.1871, -1.0706, -0.1954, -1.0951, -0.4790, -0.0398, 0.3839, 0.3836, 0.2102, 0.6707, 0.3126, 0.7172, 0.0904, 0.2157